1.
The following is a DFT calculation (wB97M-V/def2-TZVPD) of a 12-piece molecular cluster, C26H76N6O12 overall.

Its spin multiplicity is 1. As for the max |F|: 15.32 eV/Å. As for the HOMO energy: -9.227 eV. The energy above the lowest of the compared OMol25 structures with the same formula, charge and spin comes out at 979.3 kJ/mol. The orbital gap comes out at 0.3553 hartree.

CARTESIAN COORDINATES (ANGSTROEM)
H -26.8030 -5.2950 5.4770
H -19.6670 -6.9670 -1.8060
H -18.6370 -3.5530 3.3630
C -18.9620 -5.8100 2.1550
H -24.6930 -7.3880 -2.9540
H -27.7580 -3.0090 -0.7670
N -21.8960 -4.5230 0.7940
C -22.7140 -8.3790 0.8370
C -25.6540 -1.6460 1.1720
C -26.9990 -4.9390 -0.0840
H -21.5340 -4.1490 1.6680
C -21.2410 -8.1450 0.5420
H -18.9860 -4.8890 1.5750
H -26.1660 -3.4820 -1.4020
H -23.2190 -3.3690 4.3580
H -24.0760 -5.8060 5.6830
H -21.4980 -7.1770 3.3630
H -22.5510 -4.1940 5.8480
H -22.5270 -0.2060 0.8910
H -23.2510 -7.6810 -0.9920
H -21.9680 -4.7550 -2.7690
C -27.2710 -4.3640 3.6400
C -23.1610 -4.7920 0.7810
H -23.6980 -4.5400 -3.3290
H -27.2020 -6.4520 4.3550
H -28.2600 -2.5840 2.8100
H -23.7640 -0.4670 -0.2270
H -17.2450 -6.1140 2.9970
H -23.9230 -9.1370 4.5760
O -20.9590 -3.8560 3.4310
O -23.8220 -8.3380 4.0050
N -23.0450 -3.7790 -3.5510
C -28.3560 -5.5540 0.2690
H -28.2540 -6.2470 1.0800
H -25.4580 -4.3250 3.2820
H -24.8160 -6.0330 4.1520
O -26.2130 -5.8250 -0.3250
H -26.1190 -6.4740 0.3520
H -21.3170 -4.5930 -0.0210
O -26.1220 -3.7480 3.6320
H -26.9110 -7.6060 -2.1380
N -23.5740 -5.0630 -0.3870
C -23.2580 -7.5270 4.7010
H -21.1040 -7.3200 -0.1320
H -29.0310 -4.7930 0.6350
C -20.2820 -2.6430 3.2330
H -24.8120 -2.4560 5.8900
H -21.9190 -1.6190 2.7020
H -26.9800 -8.0710 -3.9360
H -21.6350 -6.2800 4.9190
H -20.6330 -0.5880 2.9690
H -18.5000 -1.6960 3.2800
O -23.9430 -1.8840 2.5540
H -23.1020 -7.4950 1.3790
H -19.9790 -5.9420 2.5510
H -20.7350 -7.8720 1.4590
C -24.3560 -1.1110 1.6500
H -24.0200 -1.7710 -1.5120
C -20.1940 -4.9280 -2.2140
H -24.5760 -0.1700 2.1910
C -25.0270 -6.5530 -4.7970
H -29.2630 -3.8750 3.2080
H -22.8750 -9.0570 2.4990
H -22.7940 -1.7660 0.3310
H -18.3130 -5.7610 -1.8170
C -26.7520 -7.2710 -3.1910
H -27.4550 -6.4300 -3.3420
C -23.0970 -2.5890 -3.0250
O -22.5090 -1.4510 -3.4690
C -28.4200 -3.3360 3.5700
O -21.3720 -5.3790 -2.2440
H -19.8420 -4.8590 -3.2370
O -17.9630 -5.5270 3.1210
H -18.9910 -3.2370 -1.9830
H -27.2830 -4.8660 2.7150
H -18.6930 -6.6450 1.5490
H -28.7870 -6.1200 -0.6140
H -26.5650 -4.3820 0.7490
C -23.0960 -3.3060 5.4520
H -25.5130 -5.3220 -2.1290
C -27.5240 -5.4780 4.6610
H -26.2510 -0.8440 0.7350
H -26.2080 -1.9430 1.9930
O -22.9300 -9.3570 1.5560
C -25.3510 -6.6900 -3.3570
C -27.2230 -3.9030 -1.1750
C -23.3330 -0.8620 0.6140
H -24.2310 -2.7660 2.3630
O -24.2530 -3.1300 6.2590
H -22.8800 -8.0230 5.5650
H -22.5850 -5.8340 3.4850
H -19.4110 -5.8480 -0.4390
C -23.3930 -8.6490 -0.5070
H -23.9710 -6.4290 -4.9660
C -19.9550 -3.6180 -1.5210
H -19.8830 -3.6700 -0.4320
H -28.6220 -2.9290 4.5540
H -20.7260 -2.8490 -1.7350
H -23.0630 -9.4710 -1.1280
H -22.3360 -2.4880 5.5770
H -22.5690 -3.9520 -4.4640
H -24.4360 -8.9340 -0.3740
H -24.5220 -5.3560 -0.4430
H -22.8710 -5.2660 -1.1130
N -20.9270 -1.5550 2.7870
H -25.2800 -7.1120 5.4260
H -20.7400 -9.0550 0.1140
H -27.5410 -4.2970 -2.1010
H -25.6370 -5.8570 -5.3900
H -23.9090 -3.4910 -1.3330
C -24.4180 -6.5770 5.0150
O -25.0430 -5.5870 -2.8950
N -23.8170 -2.6440 -1.9360
H -25.5480 -2.4190 0.3950
C -22.1840 -6.6940 4.0750
O -24.0510 -4.5720 1.8200
H -28.5870 -5.4540 5.0040
C -19.3580 -5.9600 -1.5310
N -19.0230 -2.6000 3.0930
H -25.1540 -7.5440 -5.3510

Results of the Löwdin charge analysis, in e, for atoms 1 through 2: 0.0808 0.0893

***

2.
The following is a DFT calculation (wB97M-V/def2-TZVPD) of C26H77LiO13 as an isolated structure.

Its spin multiplicity is 1. As for the max |F|: 3.08 eV/Å. As for the HOMO energy: -9.060 eV. The orbital gap comes out at 0.3481 hartree.

CARTESIAN COORDINATES (ANGSTROEM)
H -0.1726 -3.6157 -1.4906
C 5.2067 -1.5508 2.6842
H 6.0804 -2.1673 2.8603
H 4.0915 0.3267 -1.7245
H -2.6104 5.2989 -2.3774
H 4.3470 -2.2152 2.5516
H 2.4523 1.3693 4.0974
H 1.9107 2.3214 0.6556
H -2.1742 2.4357 -1.9676
H -6.4084 -0.7890 -0.3052
C 4.3970 2.2827 4.4092
C 2.5246 -2.8801 -2.0174
H 4.7091 1.9103 -0.0631
H -1.6928 -4.1479 -2.2152
H -2.5731 -1.7776 -1.9579
H -4.9286 -1.7339 -0.0626
H -2.9206 2.0296 3.8659
O -2.0523 -5.3489 1.9295
H -0.8468 0.2029 -4.6675
C -0.0396 0.8225 -4.2606
H -3.3000 1.1614 -3.6861
H -1.8679 -5.6334 1.0200
H -6.6157 -2.4315 1.4442
H 2.0447 -3.8152 -1.6282
C -2.3221 -3.6950 3.5357
C -1.6762 -2.1136 -1.3975
C -6.1985 -1.4620 1.6558
H -2.0993 -2.3494 -0.4484
H -5.4743 0.3675 -2.2611
O -0.0838 1.8013 0.3393
O 4.6700 2.4682 3.0270
H 0.3518 -1.3977 2.6787
H 1.4437 4.4872 1.4735
C -4.9328 -0.1094 -3.0210
H -5.4826 0.1343 -3.9461
H -0.5666 -2.8888 -3.0576
H -5.1988 -1.1650 -2.9223
H 4.8402 3.0782 5.0163
H 0.4567 3.3562 2.3138
C 3.0205 1.8325 -2.8649
Li -0.4627 -0.0918 0.3357
H -1.3582 -3.3551 1.6800
H -0.7777 2.1798 -0.2297
C -2.8720 1.5057 2.9578
C -1.9967 0.3252 2.8638
H -2.6522 2.1471 2.0831
H 5.7943 -1.0947 0.6454
H -2.8863 -0.4727 -3.6214
H -2.2030 4.3356 -3.7448
C 5.4712 -0.5939 1.5960
H 1.8277 -1.3285 0.2665
H 2.3154 1.0677 -3.2194
H 2.0488 -1.3465 2.8993
O -0.1011 0.9689 -2.8730
C 4.0644 -2.8507 -1.9497
H 0.9278 0.5143 -4.5669
H -0.2607 4.4191 1.1024
C -2.1964 -3.9483 2.0317
O 1.4295 -0.8293 1.0270
H 2.2621 3.0050 4.5989
C -3.4606 0.2556 -3.0653
C -1.8029 4.9177 -2.9752
H -0.5440 4.7113 -1.2838
O -1.7781 3.1073 -1.3392
H 1.1082 3.1687 -0.6940
H 1.3438 -3.8605 2.6617
H -2.2808 -0.0712 -1.5236
H -2.9061 -0.2464 1.1671
H 3.5785 -0.2787 1.2942
C -0.9930 -3.3023 -2.1361
O -4.8593 0.2931 0.6500
C 1.2726 -1.6674 2.2251
H 0.3881 2.9961 -4.5993
H -3.0719 -4.2249 4.0295
H 2.4247 -3.1846 1.3738
H 0.7453 -3.4116 1.1174
H 2.2224 -2.7834 -3.0990
H 1.0884 -1.6667 -1.4848
H -0.3213 0.1068 -2.4114
O 4.3607 0.2572 1.3877
H -0.9479 0.5429 3.0157
H -4.5731 0.6330 -0.2233
H -7.0924 -0.8620 1.8668
C -5.5644 -0.9220 0.3894
C 2.9275 2.1128 4.7185
H -5.5358 -1.4835 2.5144
C -0.2669 2.1915 -4.9207
H -1.3052 5.7623 -3.3954
O 2.0749 -1.7474 -1.3506
C 3.5554 1.3653 -1.5465
H -3.8579 1.0609 2.7421
H 4.4246 -1.9931 -2.5895
H -1.3109 2.4243 -4.8125
O 4.5513 2.2302 -0.9818
H 4.2997 -2.7284 -0.8949
H 3.7560 1.9200 -3.6253
O -2.0570 -0.2807 1.5518
H 4.5231 -3.7862 -2.3701
C 1.4599 -3.1240 1.8600
O -2.9965 0.5801 -1.7962
H -1.3457 -4.0212 3.9280
H 4.2655 1.6403 2.6393
H -0.0795 3.5795 -2.5919
H 2.4232 2.7369 -2.8250
O -0.7556 -1.0865 -1.2819
H 6.3074 0.0514 1.9208
H 2.6871 1.6791 5.7515
H -2.5107 -2.6530 3.6138
C 0.6325 3.8256 1.3190
H 4.8781 1.3736 4.7758
C -0.9605 4.0734 -2.0548
C 0.9552 2.7817 0.2978
H 2.6957 1.2318 -0.8608
H 4.9612 -1.0597 3.6528
H -0.0567 1.9117 -5.9610
H -2.2727 -0.3740 3.6859
H -3.0863 -3.6582 1.4462

Results of the Löwdin charge analysis, in e, for atoms 1 through 2: 0.0425 -0.0890

***

3.
The following is a DFT calculation (wB97M-V/def2-TZVPD) of a 13-piece molecular cluster, C26H78O20 overall.

Its spin multiplicity is 1. As for the max |F|: 3.69 eV/Å. As for the HOMO energy: -9.234 eV. The energy above the lowest of the compared OMol25 structures with the same formula, charge and spin comes out at 341.8 kJ/mol. The orbital gap comes out at 0.3430 hartree.

CARTESIAN COORDINATES (ANGSTROEM)
H 4.5022 -0.6622 -2.5119
O -2.1426 -2.0500 -6.0304
H -1.4556 0.6985 2.4152
H -4.1139 -2.8536 0.2348
C -4.5438 -1.0884 0.2149
H 1.7290 3.4807 0.3037
H -2.7942 0.9637 -3.6819
O 0.1975 -5.4971 -0.1022
H -0.9807 3.0660 3.5120
H 0.3919 -5.6108 -2.1101
H -0.8199 1.3659 -6.0617
H 3.3353 -0.7433 0.5520
H 0.0886 1.1540 0.6648
H 3.3533 1.8175 -2.2955
C 0.8936 -5.1493 -1.2595
H -3.4893 2.7965 3.9237
H -0.8730 -3.3269 4.7355
O -3.2820 2.3358 -5.1454
O -2.2327 1.2598 2.3644
H -2.2522 0.5541 4.1350
H 1.8721 -2.7791 3.0767
H 0.9695 -2.9058 -3.1068
H -1.9677 -1.5885 -3.2559
H -1.5033 2.8174 -0.8545
C -1.7460 -2.5517 -3.7156
H -2.4904 -2.4253 2.6654
O -4.0897 -1.9144 -1.9860
O -0.6152 -1.5731 2.7073
C -4.0467 1.9039 3.6394
H 0.0425 -6.4442 -0.0782
H -0.4521 0.5507 -4.5559
O 3.6065 4.1011 1.0091
H 0.0234 -4.1274 2.6263
H 3.6387 1.5944 1.2641
C 4.3491 0.0035 -3.3613
H 1.3099 1.0241 -0.5081
C -1.4787 -2.6370 2.3193
O 1.6107 -3.0935 -2.4175
H 3.2029 4.3905 1.8307
H 2.8761 1.6059 -3.9560
H 4.7827 1.0068 2.4979
H -1.6174 -2.7037 1.2402
C -3.0269 0.7935 3.4065
O 3.8561 -2.2762 3.2735
H 1.9932 6.0551 0.2959
H 3.1749 -3.8621 2.5203
H -4.7232 2.1224 2.8132
H 3.0391 3.4858 -0.8142
H 2.2628 -4.9317 4.4391
H 5.2296 3.1029 1.3939
H 4.0954 -0.5626 -4.2575
H -0.3365 4.7417 3.6494
H -3.5871 4.7021 0.4401
C -0.4566 -0.1898 -0.9348
H -4.7330 -2.3658 -2.5374
H -0.4869 -1.6620 3.6545
O 5.4145 0.8309 -3.5523
H -0.0403 -0.9406 -1.6065
C 4.6672 1.2851 1.4504
H 3.9774 -2.1067 2.3364
O 2.2385 -3.1468 5.5661
C -4.9415 -1.0078 -1.3125
H -2.1781 3.9418 1.2622
H -5.0540 -0.3489 0.8321
C 1.1928 3.2067 3.8831
C -1.0233 -3.9726 2.8884
H -0.5129 -2.3385 -4.9709
C -2.5330 3.1042 -0.6413
H 5.0898 1.7299 -3.4631
H -0.8789 0.5782 -1.5828
O -0.4013 -2.6185 -4.0595
H 1.8674 -5.6313 -1.1736
H 1.3079 -3.1623 -0.3661
O -1.7721 5.3118 -0.1823
H -4.7071 -0.0820 -1.8379
O 2.2322 4.1803 3.7337
O -1.3033 -4.0457 4.2667
H 2.7578 4.2884 4.5297
H -0.7158 2.2682 -4.6619
H -1.4923 -4.8159 2.3815
C 0.5498 0.4273 -0.0039
C 2.8200 -3.2452 3.3459
H 3.8258 -4.2687 4.9327
H 5.0622 0.3062 -0.5385
H 6.0944 -0.2443 0.7420
H -0.0591 -3.1634 -1.3867
C 2.3463 5.4187 -0.5155
H 2.3307 0.4619 -2.7171
C -0.1593 3.7379 3.2632
C 0.9433 -3.5832 -1.3031
H -3.3976 -0.1453 2.9950
H -2.9221 1.7912 0.8100
H 1.5341 2.3535 3.2970
H -5.9215 -1.4768 -1.4001
H 3.2613 5.8754 -0.8927
H -2.8525 -1.9198 -6.6633
H -1.1510 -0.7933 -0.3503
C -2.5980 -2.8550 -4.9785
C -2.5997 1.1675 -4.7349
C 2.8104 -4.0094 4.6329
H -1.8116 -3.3603 -2.9876
H -2.9821 0.3041 -5.2794
C 5.0725 0.0664 0.5248
H -2.2051 6.1447 0.0185
C -1.0940 1.3065 -5.0084
O 5.6337 2.2884 1.0860
H -3.4680 -0.9201 0.1655
C 3.1740 1.0614 -3.0599
H -4.6990 1.6493 4.4747
H -2.8467 3.4361 -1.6311
H -4.1839 2.4172 -4.8267
O 1.1659 -0.5027 0.8202
O -4.7505 -2.3665 0.7631
H 1.1159 2.8783 4.9196
C -2.5911 4.2783 0.3113
H 0.5298 -0.7778 1.4846
H 0.0184 3.6675 2.1901
H 1.7069 -3.6569 6.1816
H -2.5306 -3.8844 -5.3306
C 2.6227 4.0401 0.0270
H 1.6417 5.3794 -1.3462
O 4.2261 -1.0014 0.8001
H -3.6600 -2.7135 -4.7777
O -3.2829 2.0041 -0.0538

Results of the Löwdin charge analysis, in e, for atoms 1 through 2: 0.0966 -0.0644

***

4.
The following is a DFT calculation (wB97M-V/def2-TZVPD) of a 10-piece molecular cluster, C26H79N6O10 overall.

Its spin multiplicity is 1. As for the max |F|: 4.12 eV/Å. As for the HOMO energy: -10.216 eV. As for the total charge: +1. The energy above the lowest of the compared OMol25 structures with the same formula, charge and spin comes out at 370.0 kJ/mol. The orbital gap comes out at 0.2326 hartree.

CARTESIAN COORDINATES (ANGSTROEM)
H 4.1651 -0.7208 -0.0278
H 2.3079 1.9075 -4.9182
H -1.9099 3.0331 -7.9689
C -3.6465 -3.6673 1.4757
C 3.7060 -0.2996 -0.9221
H 5.1649 1.2728 -1.5540
O -2.6037 0.6636 -5.4782
H 0.2752 -5.3596 3.4218
H -1.9519 5.0196 -5.8230
H 0.6718 -4.4015 -0.9398
C 2.3702 -4.5983 3.3001
C 1.2283 -2.2807 6.6754
O -2.1849 1.5114 -0.0429
C 1.2181 5.3617 -3.3079
H 2.4634 -0.4679 6.2988
H 1.7662 0.3337 3.3869
H 2.5449 -3.6628 4.9589
N 2.1730 -3.3782 6.8484
H -1.0157 -0.7030 -5.4029
H -0.6212 4.1402 -3.1831
H -0.3123 -3.7216 1.5416
H 2.3216 1.4614 -2.3619
N -0.6853 4.4837 -2.2355
H 0.1007 -0.9682 7.9155
H 0.9163 3.7373 1.9098
H 0.3781 0.6883 0.9719
H -0.9257 5.4543 -2.3782
C 0.8981 5.6665 -0.7877
C 4.1178 1.1232 -1.2908
C -2.7202 3.2155 -7.2631
C 0.7075 4.6828 -1.9937
N -1.5033 4.1840 -5.4756
H -3.6518 2.7478 -7.5816
O -3.3793 2.2603 -2.5549
C 1.3908 4.0914 0.9946
H -0.6482 4.0146 -5.9857
N 3.2166 -3.8529 4.2291
C 3.2772 1.4112 -4.8712
H -1.0934 -5.7334 0.5138
O -2.0409 4.1675 0.3658
H -3.6961 -2.5953 1.2848
O -4.4562 2.9645 1.5533
H -3.8012 -3.7697 2.5498
H -2.5681 -1.4292 -5.0770
N -1.2366 -3.4711 1.8624
C -2.4168 3.0448 -5.7562
H 4.2546 1.5394 0.7023
O 0.7656 -0.3359 5.2578
H -5.9422 -4.9596 1.8774
C 1.4812 -4.1186 -0.2668
C 0.9093 -1.6972 7.9688
H 2.6221 -0.4074 -0.9632
H -1.3429 4.4411 -0.2338
C -2.2236 -4.1205 1.0846
H 1.4773 3.1749 0.4108
H -1.7451 -0.3338 -3.8784
H 1.8407 -4.3317 6.8733
H 3.5553 2.7252 -2.7214
C 0.9787 -4.7342 3.9713
O -4.5207 -4.3798 0.5450
C 2.3102 -3.8771 1.8970
H -3.8408 2.6833 2.2304
C -1.9826 -5.5892 1.1274
H 1.9539 5.8743 -0.6136
H 0.3995 -2.7016 6.1061
H -6.2040 -3.3909 1.4137
C -1.6961 1.6967 -5.4582
H -2.9829 4.2731 -7.2894
H 1.8983 -2.8713 1.9794
H 2.7573 -3.3425 7.6714
H 3.9390 -4.4618 4.5861
H -2.0942 -3.7727 0.0597
H 3.3712 0.6503 -5.6460
H -1.6425 0.0365 -1.3160
H -3.2881 3.1124 -5.1048
H -0.8846 1.4924 -6.1566
C -1.4842 0.3289 -0.2779
H -1.9434 -0.5364 0.2002
H 0.4816 -3.8132 4.2756
H 2.1212 5.8924 -3.0065
C -0.0072 0.2544 0.0492
H -4.2466 2.4173 0.7964
H 2.3903 4.4515 1.2385
C 0.8509 -0.1113 3.7772
H 1.3327 3.8242 -1.7487
H 2.8827 -5.5316 3.0671
H 1.2230 -5.3374 4.8457
H 0.5176 6.0548 -3.7736
N 3.6986 1.7643 -0.1104
H 0.0452 0.5676 3.4977
O 3.4429 0.7471 -3.6601
H 1.7868 -1.2028 8.3856
C 1.8003 -1.1375 5.7511
H 4.0870 2.0980 -5.1176
H 1.5878 4.5615 -3.9489
H 0.5284 0.5171 -0.8631
H 0.5660 -2.5106 8.6081
H -1.3561 -2.4778 1.7241
H -4.2877 1.9644 -2.4608
H 0.7245 -1.0823 3.2983
H 4.1587 -0.9424 -1.6770
H -2.8359 -6.0122 0.5973
H -1.9717 3.2134 0.2847
H -6.6632 -4.6234 0.2962
H 1.6219 -3.0405 -0.3446
C 3.3807 1.6694 -2.5143
H -3.2868 3.1989 -2.3760
H 2.7760 1.4559 0.1615
H -2.7414 1.7980 -2.0063
H 3.2857 -3.6998 1.4440
H 0.2274 -0.7963 0.2198
H -1.8475 -5.9572 2.1445
H -1.2613 1.7447 -4.4598
C -5.8698 -4.3362 0.9862
O 1.3148 -4.4557 1.0495
H 2.3475 -1.5510 4.9039
C -1.9793 -0.5245 -4.9257
H 0.2549 6.5411 -0.8845
O 0.3918 4.9146 0.3597
H -2.8556 4.4119 -0.0793
H 2.3768 -4.5464 -0.7172

Results of the Löwdin charge analysis, in e, for atoms 1 through 2: 0.0867 0.0711